1.
178
Properties=species:S:1:pos:R:3 method="wB97M-V/def2-TZVPD" gap_ev=9.8 energy_ev=-414269.83003 homo_energy_ev=-10.03
Cl 1.5263 -3.2178 -5.3933
Cl -1.7348 3.2898 4.5216
Cl -4.2774 1.2398 3.1386
Cl 2.8608 -6.0827 2.3676
Cl -3.5938 1.9706 -3.4103
Cl -10.1741 0.8242 0.7668
Cl -7.7875 3.2933 -3.6875
Cl -5.9997 0.6732 -0.4042
Cl 1.6886 -1.9814 -1.9817
Cl -1.6439 0.7291 -6.6726
Cl -0.8959 3.6194 -1.9547
Cl 1.4677 1.4131 -3.7558
Cl 2.2191 7.1894 4.8878
Cl 1.7006 -3.7339 4.6271
Cl -3.9868 -4.3974 2.7694
Cl 0.2676 4.9659 1.6947
Cl -5.4140 4.9579 3.4482
Cl -3.3286 -2.2784 5.2690
Cl -4.8082 -3.2707 -0.7732
Cl -0.1261 6.0793 -4.1184
Cl -2.9820 -2.1154 -3.6868
Cl -3.2223 7.0056 2.3210
S 4.5922 4.0562 0.7423
S 0.0458 0.0786 1.3354
S 5.1096 -4.2958 -0.1643
S 2.2841 1.4598 6.5238
S -1.7513 -6.9567 -0.0368
S 7.2577 -0.2275 -5.4166
O 5.9721 4.2756 0.3287
O 7.7194 -1.4586 -6.0647
O 3.5415 1.2269 7.1815
O -1.4560 -5.7687 0.7113
O 8.1408 0.8816 -5.1631
O 1.4629 0.0769 1.0385
O -1.1340 -8.2014 0.3830
O -0.3362 -0.3651 2.6572
O 1.0520 1.3117 7.2611
O 5.3243 -5.5871 0.4428
O 4.4664 -4.2019 -1.4592
O 4.2282 4.6044 2.0305
C -2.0853 1.0981 0.2138
C -2.2966 -0.4098 0.2429
C 3.1215 1.2190 4.1189
C -3.8003 1.4179 4.8774
C 1.8669 6.5628 3.2818
C 0.7239 5.5215 3.3602
C 5.6490 0.4670 -6.1303
C 1.2369 -5.8883 3.0570
C -5.3777 -2.7244 -2.3691
C -4.5783 -1.5491 -2.8924
C 6.4171 -2.0018 0.4392
C -0.8733 5.4257 -1.6069
C 2.0364 -3.6015 -2.6638
C 4.2562 2.3105 0.6781
C -5.0882 5.0803 1.6572
C -1.3277 6.2388 -2.7806
C -7.4950 0.5509 0.6638
C -6.0834 3.2471 -3.1818
C -2.7613 -5.8280 -2.2048
C -0.8791 -0.9739 0.1001
C 5.0118 -0.4398 -3.9515
C -0.7939 1.5777 0.9892
C 2.2426 2.9994 5.5792
C 3.6760 2.0810 -0.7319
C 2.2406 0.4037 5.0522
C -2.6486 -3.1936 2.6843
C -1.4164 -6.5173 -1.8627
C -3.9251 -6.6549 -1.5913
C -5.3674 2.0481 -3.7686
C -8.6841 0.6743 -0.2560
C -0.3270 1.5562 -5.6955
C 6.5049 -0.8326 -3.8376
C 4.2317 -3.1630 0.9874
C -2.3228 1.6586 4.9897
C 3.4476 4.5576 -0.5709
C -2.0845 -2.9572 4.1065
C 6.6791 -3.4110 -0.2262
C 2.5460 2.6252 4.1311
C 2.6916 3.2930 -0.9136
C 4.8461 -1.8286 0.5343
C 0.1319 0.5917 -4.6565
C -3.5969 5.4637 1.5066
C 1.0128 -3.9194 -3.7793
C -3.6221 -7.0652 -0.1242
C 1.3032 -5.4945 4.5271
C 4.6817 -0.4741 -5.4162
H 0.9900 4.6576 3.9544
H 6.7899 -1.9618 1.4639
H 3.1810 3.2931 3.5628
H -5.2111 4.1178 1.2109
H -1.3858 7.2786 -2.4850
H 5.6391 1.4571 -5.7161
H -4.4729 2.1908 5.2568
H 0.4687 1.7521 -6.4100
H -1.0137 2.1227 1.9106
H -6.0566 3.2297 -2.1100
H 7.1167 -0.3279 -3.0705
H -2.7648 -4.8872 -1.6408
H -4.9043 -6.1704 -1.6486
H 4.7845 -1.4741 -5.8756
H 3.1783 -3.1828 0.6960
H 4.8666 0.5739 -3.5197
H 1.2065 0.4195 4.7223
H -5.3238 -3.5859 -3.0306
H -5.7250 1.1166 -3.3698
H -1.3274 -2.1750 4.0442
H 1.2369 3.4161 5.6648
H 1.5971 2.5708 3.5361
H 4.4159 -1.1257 -3.3075
H 3.2377 1.0782 -0.7677
H -8.6940 1.6019 -0.8226
H 6.8133 -1.0998 -0.0080
H 3.0075 -3.5475 -3.1653
H 2.7434 6.0782 2.9136
H -1.7984 0.9400 4.3878
H -1.8964 1.4932 -0.8112
H 3.9840 5.0323 -1.3780
H -1.7971 -3.9141 4.5043
H -1.9187 -3.6119 1.9935
H -2.9020 -0.6583 -0.6207
H 2.0182 -6.0937 5.0848
H 7.0394 -3.3420 -1.2542
H -3.9737 -6.3538 0.6289
H -3.9987 -7.5848 -2.1748
H 5.6283 0.3468 -7.2161
H -4.3431 -0.7510 -2.1764
H -7.5136 1.4301 1.3105
H 0.3852 -5.6059 5.0794
H 3.1998 0.7140 3.1375
H 4.4371 2.1226 -1.4927
H -5.4806 2.1185 -4.8517
H 2.6004 -0.5982 5.2471
H -1.3532 -7.4483 -2.4359
H -6.4398 -2.4406 -2.2083
H -0.1539 5.9869 3.8074
H -3.4139 5.6757 0.4425
H -2.9358 1.6006 0.6265
H 4.3918 -1.4912 -0.4274
H 2.7289 5.2846 -0.1914
H -5.0627 -1.1009 -3.7284
H -2.8673 -5.5906 -3.2642
H 4.1479 1.2318 4.5594
H 0.1279 5.6479 -1.2996
H 3.4808 2.0714 1.3920
H -3.9322 -8.0695 0.1431
H 5.2004 1.8345 0.9077
H 4.5759 -1.0605 1.2323
H 0.6906 -5.1378 2.5253
H -3.0838 -2.2918 2.3097
H 3.6603 -0.1668 -5.5944
H -8.7495 -0.1909 -0.8994
H 7.4219 -3.9522 0.4023
H -0.7313 0.3817 -4.0256
H -5.6905 5.8809 1.2809
H 6.6500 -1.9109 -3.7517
H 2.3089 3.3800 -1.9439
H -2.0201 1.5902 6.0416
H 1.8555 3.2034 -0.2137
H 4.4581 -3.4057 2.0275
H -1.5557 5.5708 -0.7971
H 1.9598 -4.3148 -1.8707
H -3.0463 4.6548 2.0162
H -7.4116 -0.3618 1.2492
H -2.2399 5.8186 -3.1511
H 0.9826 -4.9895 -3.9519
H 1.5716 7.4166 2.6658
H 0.0503 -3.4490 -3.5570
H -0.5798 -5.8759 -1.9563
H -0.4419 -0.8572 -0.9164
H -5.6769 4.1434 -3.6453
H -0.7761 -2.0445 0.4372
H -0.1500 2.0941 0.3095
H 0.7592 -6.8322 3.0020
H -3.9992 0.4575 5.3467
H -0.7428 2.5010 -5.3172
H 0.5289 -0.3570 -5.0161
H -2.8790 -0.7194 1.1243
H 2.9224 3.7086 6.0562

2.
156
Properties=species:S:1:pos:R:3 method="wB97M-V/def2-TZVPD" relative_energy_kj_mol=540.2 gap_ev=8.0 energy_ev=-69031.20774 smiles=CC1(C)CCCC(C)(C)N1O.CC1(C)CCCC(C)(C)N1O.CC1(C)CCCC(C)(C)N1O.CC1(C)CCCC(C)(C)N1O.CC1(C)CCCC(C)(C)N1O.CO homo_energy_ev=-7.67
O -2.0827 -6.3731 -5.4839
O 1.1130 -4.0290 7.2530
O 10.3655 -3.9210 2.8745
O 1.8875 1.2357 -0.7302
O -6.0028 6.1205 0.1433
O -0.9931 9.1654 -2.9418
N -0.8671 -6.8517 -4.8606
N 9.7889 -3.6532 1.7083
N -0.2586 -4.0976 7.4676
N -0.5869 9.2144 -4.2847
N -6.9121 5.3831 0.8247
C -0.3456 -1.9166 8.7968
C 0.2835 -6.1894 -5.3719
C -8.8380 6.8658 0.3909
C 0.2509 -7.8535 -2.8455
C -0.8974 10.1844 -6.5541
C 9.0678 -1.4274 2.4308
C -2.5427 -4.0472 6.4762
C -1.0039 -3.8373 6.2249
C 8.2382 -2.4580 0.2042
C -5.9278 3.1178 0.2667
C 1.5921 2.3413 0.0464
C -0.6519 -2.4788 5.6704
C -2.9921 9.5475 -5.1328
C -0.7133 -3.4715 8.7183
C 0.4874 8.1403 -6.2202
C 7.5318 -3.3871 2.4502
C 8.6522 -2.7220 1.6576
C -8.6450 4.8399 -0.8344
C -5.0714 4.7672 2.2203
C 1.3781 7.7226 -4.0678
C -8.3605 5.4317 0.5090
C -1.4390 11.6030 -4.6304
C 9.2909 -6.1066 0.9850
C -2.0823 -8.3389 -3.4547
C -0.1006 -4.3113 9.9518
C -0.7748 -5.0408 5.2092
C -0.8621 6.8036 -4.7816
C -9.2176 4.7875 1.5873
C -7.1897 3.5829 2.4300
C 1.5534 -6.8923 -4.7869
C 11.5092 -5.0340 0.5615
C -2.2583 -3.5479 8.8540
C -3.0380 -3.1216 7.5793
C 0.2495 -4.6487 -5.0611
C -0.9815 -7.2597 -3.4681
C -8.7241 3.3898 2.1791
C 0.2851 -6.4812 -6.9036
C 8.2141 -3.7011 -0.7258
C 10.0580 -4.7304 0.6837
C -0.4916 8.8874 -7.1576
C 9.6025 -4.2748 -0.8120
C 1.5225 -7.1569 -3.2780
C 0.0743 8.0198 -4.7704
C -6.2709 4.1743 1.3954
C -1.5764 -6.0890 -2.6211
C -1.4625 10.0925 -5.1032
H -9.2683 5.4451 2.4552
H -0.5953 -5.2799 10.0244
H -2.5606 -4.5619 9.1155
H -4.6790 3.9238 2.7886
H 0.7211 -1.7030 8.8645
H -8.5869 3.7573 -0.7216
H -0.8063 -5.4558 -2.1806
H 0.3038 -2.0233 5.9297
H -1.8152 6.8583 -5.3077
H -1.5203 10.7734 -7.2272
H -3.0334 -2.0477 7.3926
H 9.3039 -1.5125 3.4915
H -9.9069 6.9238 0.1854
H 9.9202 -6.9690 0.7645
H -1.9661 11.7686 -3.6908
H 10.3059 -3.5999 -1.2997
H -0.3924 11.8522 -4.4553
H 6.5682 -2.8841 2.3687
H -8.4628 7.4714 -0.4341
H 1.4644 -4.9223 7.2602
H -1.3539 8.2635 -7.3929
H 2.1962 8.3749 -4.3734
H -0.5885 -6.0900 -7.4251
H 11.1664 -3.3972 2.7993
H -3.2441 8.7751 -5.8593
H -1.6289 8.4523 -3.0359
H -5.4106 5.5034 2.9490
H 1.0908 -6.0013 -7.4591
H -6.9396 2.5403 2.6262
H -8.9006 2.6257 1.4220
H 7.3720 -4.4193 2.1388
H -6.7241 2.9302 -0.4536
H 0.8469 -4.1813 -5.8440
H 9.9505 -0.9370 2.0203
H -7.8505 5.1907 -1.4929
H -5.6137 2.1733 0.7109
H 9.6242 -5.0403 -1.5876
H -2.7728 -5.0811 6.7338
H -0.3012 5.9052 -5.0391
H 7.2527 -2.0156 0.0586
H -2.3125 -7.1208 -6.0405
H 8.9686 -1.7430 -0.1746
H 1.4356 8.6281 -6.4461
H 1.6086 -6.1816 -2.7990
H -4.0926 -3.3570 7.7223
H 0.4219 -8.8671 -3.2082
H -1.3469 -1.6517 5.8155
H 7.4879 -4.4600 -0.4348
H -5.1476 3.6593 -0.2683
H -1.8402 12.3203 -5.3463
H -2.1577 -5.3775 -3.2075
H 9.0238 -6.1855 2.0388
H 0.0132 10.7641 -6.4029
H -0.1244 9.0278 -8.1742
H -1.2336 6.5607 -3.7860
H -0.3407 -3.9902 10.9654
H -4.2688 5.1671 1.6007
H -2.6324 -2.8912 9.6394
H -0.5822 -2.5139 4.5832
H -1.8475 -9.1705 -4.1191
H -2.1855 -8.6034 -2.4023
H 1.2124 2.1031 1.0400
H 0.6102 7.2030 -6.7628
H -9.6025 5.1609 -1.2446
H -3.3534 9.2380 -4.1521
H -1.3267 -4.9966 4.2703
H -3.6695 10.4015 -5.1340
H 1.1161 0.7167 -0.9693
H 7.9030 -3.3604 -1.7133
H -1.0283 -5.9645 5.7295
H -0.8006 -1.3203 8.0060
H -9.3363 3.2753 3.0737
H 2.2706 -7.8209 -2.8449
H -0.7569 -4.2609 -4.9033
H -3.0830 -8.0648 -3.7887
H 2.4707 -6.3937 -5.1000
H 7.6850 -3.4468 3.5278
H -8.6616 7.4588 1.2884
H 11.5681 -5.7955 -0.2161
H 12.1840 -4.2184 0.3013
H 11.8818 -5.5686 1.4353
H 8.2459 -0.7149 2.3608
H -6.9824 3.9320 3.4416
H 0.3841 -7.4963 -7.2881
H 0.8227 2.9940 -0.3661
H 0.9884 -4.3236 9.9970
H -2.2795 -6.3303 -1.8239
H -5.8873 6.9174 0.6660
H -10.2168 4.4218 1.3511
H -3.1287 -3.7682 5.6005
H 0.1917 -7.8137 -1.7578
H 8.3357 -6.3105 0.5012
H 2.5279 2.8986 0.0877
H -0.8201 -1.5118 9.6907
H 1.4178 7.9385 -3.0001
H 0.7020 -4.3860 -4.1049
H 1.5687 -7.8174 -5.3632
H 1.7093 6.6841 -4.0668
H 0.2923 -5.0279 4.9873

3.
158
Properties=species:S:1:pos:R:3 method="wB97M-V/def2-TZVPD" relative_energy_kj_mol=3298.7 gap_ev=7.5 energy_ev=-71982.75377 homo_energy_ev=-7.20
O 20.6752 15.8651 -15.2280
O 24.1482 14.1970 -13.2112
O 27.2036 15.2885 -11.9112
O 19.4262 14.1250 -9.7763
O 18.6823 21.0168 -17.6871
O 25.9512 12.5962 -18.5965
N 26.5603 16.3156 -13.8668
N 27.1290 14.2304 -13.7144
N 21.9633 16.0206 -14.6276
N 18.2980 14.2906 -10.6306
N 24.6211 12.1432 -18.9149
N 18.8323 19.7120 -17.2499
N 23.9557 13.2526 -12.2320
C 19.1435 16.5133 -11.4469
C 22.9358 12.1947 -12.5015
C 21.2030 16.0006 -12.2924
C 25.7156 10.3560 -20.2874
C 23.5540 12.2552 -16.7008
C 23.5735 14.2730 -18.2934
C 23.0335 15.7982 -15.5095
C 16.6688 15.8747 -11.3259
C 16.9477 13.6629 -12.5522
C 26.9077 15.3175 -13.0658
C 21.4654 12.7689 -12.5644
C 23.4586 17.0315 -12.8506
C 16.6215 15.0825 -12.6588
C 18.2585 13.5519 -11.9022
C 18.2436 12.1094 -11.4846
C 21.3168 18.2950 -13.6074
C 23.0056 16.8173 -16.7233
C 20.2396 19.2292 -17.2026
C 23.3488 11.6526 -13.9446
C 17.7632 17.6985 -16.2115
C 22.1598 12.3044 -18.7157
C 19.1807 17.1106 -16.0337
C 24.3487 15.9953 -14.7351
C 17.9622 20.0173 -14.9628
C 17.8711 19.2279 -16.3062
C 24.3767 17.2956 -13.9037
C 21.9390 16.8171 -13.4216
C 23.2974 10.3703 -19.8624
C 17.7523 16.2801 -9.2236
C 24.4556 13.6711 -10.8275
C 23.1091 11.0390 -11.4800
C 24.2484 12.4779 -9.8389
C 20.9579 19.8380 -15.9947
C 25.0499 9.7818 -17.9315
C 19.4895 13.7932 -12.9020
C 21.1263 19.6879 -18.4170
C 23.4853 14.7826 -10.3880
C 25.9492 14.1416 -10.8700
C 20.0939 17.6840 -17.1592
C 23.2706 14.2438 -16.0261
C 16.5345 19.5155 -16.9715
C 23.5167 12.7602 -18.1131
C 18.0156 15.7297 -10.6634
C 22.0369 10.8363 -19.0737
C 23.0240 11.4766 -9.9356
C 24.6975 10.7195 -19.1793
H 24.0735 10.5789 -11.6954
H 19.0430 11.8472 -10.7914
H 22.1576 12.8220 -19.6750
H 17.4278 20.9638 -15.0440
H 23.1003 12.9148 -15.9611
H 16.3155 16.8960 -11.4689
H 22.0634 10.3086 -18.1204
H 25.1671 11.9151 -9.6736
H 23.1260 13.5979 -15.1601
H 24.2469 11.0377 -14.0031
H 25.3762 17.4213 -13.4875
H 21.7723 18.9242 -14.3720
H 18.6479 16.0168 -8.6609
H 23.1402 12.4229 -14.6870
H 18.1187 11.3811 -12.2858
H 18.9689 20.2804 -14.6381
H 17.0616 13.0855 -13.4697
H 17.0636 15.6083 -13.5050
H 26.4975 17.2090 -13.3999
H 25.9423 10.1066 -17.3965
H 23.0637 10.6136 -9.2709
H 22.7400 13.8702 -16.9019
H 22.9652 11.3635 -16.4858
H 21.5823 14.9835 -12.1931
H 22.0986 11.9192 -9.5672
H 20.4780 16.7764 -15.4563
H 18.1484 20.8857 -18.4742
H 22.3608 10.2499 -11.5535
H 21.0789 20.7605 -18.6050
H 16.8522 15.9875 -8.6829
H 15.5795 15.1562 -12.9698
H 20.7586 12.5149 -11.7744
H 20.9375 12.5407 -13.4903
H 20.4011 13.9652 -12.3296
H 26.6290 9.9571 -19.8461
H 16.0230 13.2707 -12.1289
H 17.2994 11.8841 -10.9889
H 15.6904 19.0902 -16.4287
H 26.0278 15.0595 -11.4526
H 20.1766 15.8686 -12.6349
H 19.8169 12.9199 -13.4661
H 20.9380 19.2561 -15.0732
H 16.5781 19.2134 -18.0179
H 24.4857 15.0891 -14.1451
H 24.5283 12.1930 -16.2160
H 20.5547 20.8487 -15.9319
H 17.5732 19.5006 -14.0854
H 25.4127 9.5656 -20.9742
H 19.1114 16.0230 -16.0133
H 20.7077 19.1905 -19.2920
H 23.3724 15.6255 -11.0699
H 26.7722 15.9810 -14.7959
H 23.4040 17.8094 -16.5111
H 17.8451 17.3450 -9.0099
H 21.2830 12.6472 -18.1664
H 23.8701 16.2092 -12.2653
H 23.4989 17.8586 -12.1417
H 25.2514 16.0896 -15.3386
H 22.5708 10.8899 -13.9762
H 17.1848 17.3587 -17.0707
H 19.3232 14.6986 -13.4856
H 22.4930 14.3639 -10.2206
H 20.1952 16.2358 -11.3759
H 21.4808 13.8587 -12.5774
H 19.1332 17.5520 -11.1164
H 15.8678 15.5646 -10.6548
H 18.9707 13.8393 -8.9810
H 24.3220 14.1039 -16.2772
H 24.3115 9.6730 -17.1371
H 19.6443 17.2660 -15.0595
H 22.1828 19.4236 -18.3713
H 18.8793 16.6370 -12.4972
H 27.7297 13.5795 -13.2288
H 26.1521 14.4883 -9.8567
H 22.5360 14.5986 -18.2174
H 26.6456 13.3551 -11.1606
H 23.8334 15.1080 -9.4076
H 26.0267 13.2218 -19.3208
H 20.2405 18.4182 -13.7273
H 21.5668 18.7537 -12.6507
H 23.3150 14.6071 -13.4546
H 16.2781 20.5723 -17.0447
H 26.0224 11.2641 -20.8064
H 22.1131 16.8784 -17.3460
H 21.0199 17.3178 -16.7161
H 23.7204 16.4484 -17.4589
H 22.0386 19.7527 -16.1089
H 21.0263 10.6253 -19.4236
H 24.1377 14.6319 -19.1542
H 23.1172 10.5805 -20.9167
H 21.2162 16.5275 -11.3383
H 27.0124 14.1200 -14.7116
H 24.1766 18.1724 -14.5196
H 23.0338 9.3131 -19.8917
H 24.0102 14.8550 -17.4820
H 19.8037 17.1701 -18.0756
H 17.1801 17.2364 -15.4149
H 24.1423 12.8382 -8.8156
H 25.2915 8.8009 -18.3408

no.,M (g/mol)
1,1809.598
2,818.327
3,846.341